No. 1
Density functional theory data (the ωB97M-V functional and the def2-TZVPD basis) for C45H44N9O5RbS3 as an isolated structure in a non-equilibrium geometry.

Structure (XYZ):
```
107
Properties=species:S:1:pos:R:3:mulliken_charge:R:1
Rb -0.486 0.086 0.198 0.260
C 3.393 0.717 -2.739 -1.338
C 2.876 -0.633 -3.279 -0.139
C 2.973 -1.719 -2.244 0.338
C 3.911 -2.740 -2.414 -0.823
C 4.014 -3.738 -1.461 -0.641
C 3.177 -3.693 -0.362 -0.831
C 2.279 -2.639 -0.266 -0.327
N 2.177 -1.677 -1.176 0.826
N 2.413 1.689 -2.268 1.196
C 1.684 2.199 -3.428 -0.720
C 0.594 3.245 -3.278 0.596
C -0.378 3.299 -4.277 -0.773
C -1.334 4.297 -4.242 -0.335
C -1.298 5.230 -3.215 -0.703
C -0.303 5.098 -2.268 -0.292
N 0.629 4.150 -2.304 -0.234
C 3.093 2.731 -1.517 -0.917
C 3.621 2.324 -0.165 0.824
C 4.235 3.293 0.635 -0.827
C 4.688 2.941 1.891 -0.654
C 4.509 1.635 2.330 -0.662
C 3.900 0.740 1.466 -0.355
N 3.478 1.070 0.250 0.220
H 4.003 1.197 -3.531 0.551
H 4.048 0.489 -1.901 0.549
H 3.486 -0.920 -4.137 0.372
H 1.836 -0.577 -3.599 -0.543
H 4.554 -2.748 -3.285 0.405
H 4.740 -4.534 -1.575 0.367
H 3.215 -4.465 0.395 0.461
H 1.615 -2.547 0.586 0.279
H 1.212 1.342 -3.910 0.104
H 2.409 2.630 -4.154 0.217
H -0.397 2.551 -5.059 0.403
H -2.105 4.342 -4.998 0.390
H -2.043 6.011 -3.140 0.368
H -0.228 5.792 -1.437 0.441
H 2.371 3.527 -1.347 0.431
H 3.933 3.162 -2.103 0.228
H 4.334 4.310 0.277 0.452
H 5.180 3.670 2.524 0.383
H 4.827 1.326 3.316 0.430
H 3.741 -0.295 1.753 0.385
C -6.921 1.710 -2.245 -0.737
S -6.438 2.542 -0.713 -0.157
C -4.652 2.194 -0.585 0.317
S -3.900 1.043 -1.534 -0.413
N -4.162 3.023 0.295 -1.174
N -2.919 2.867 0.767 0.825
C -2.426 3.897 1.354 -0.969
C -1.133 3.870 2.012 0.765
C -0.813 4.866 2.947 -0.807
C 0.400 4.801 3.605 -0.446
C 1.270 3.760 3.313 -0.857
C 0.881 2.837 2.353 -0.198
N -0.276 2.888 1.710 0.447
H -7.910 1.273 -2.117 0.300
H -6.174 0.938 -2.426 0.221
H -6.930 2.427 -3.065 0.229
H -3.005 4.823 1.420 0.248
H -1.528 5.650 3.159 0.430
H 0.659 5.546 4.348 0.393
H 2.222 3.667 3.817 0.485
H 1.536 2.013 2.085 0.328
O -1.175 0.120 3.661 -0.362
C -0.764 -0.511 4.609 -0.618
C 0.329 -1.467 4.644 0.863
C 0.600 -2.104 5.838 -0.274
C 1.608 -3.054 5.955 -0.602
C 2.363 -3.401 4.806 -0.430
C 2.125 -2.794 3.619 -0.290
C 1.133 -1.742 3.455 -0.410
O 1.013 -1.125 2.388 0.483
N 1.889 -3.651 7.198 0.968
O 1.166 -3.401 8.165 -0.684
O 2.860 -4.406 7.292 -0.682
H -1.257 -0.389 5.604 0.123
H 0.033 -1.844 6.725 0.458
H 3.129 -4.157 4.909 0.502
H 2.696 -3.057 2.737 0.288
C -1.519 -3.316 1.167 -0.559
C -1.901 -3.787 -0.203 0.475
C -2.651 -4.973 -0.369 -0.967
C -3.006 -5.359 -1.629 -0.877
C -2.627 -4.572 -2.742 1.257
C -3.001 -4.904 -4.058 -0.871
C -2.599 -4.097 -5.096 -0.477
C -1.827 -2.960 -4.863 -0.642
C -1.428 -2.572 -3.580 0.368
S -0.496 -1.149 -3.382 0.034
C -1.852 -3.402 -2.475 -1.190
N -1.518 -3.052 -1.216 0.397
H -2.396 -3.253 1.813 0.395
H -1.078 -2.335 1.062 -0.538
H -0.797 -3.992 1.632 0.439
H -2.928 -5.561 0.499 0.468
H -3.580 -6.266 -1.796 0.324
H -3.617 -5.781 -4.229 0.296
H -2.889 -4.342 -6.113 0.313
H -1.525 -2.332 -5.691 0.412
C -4.774 -0.820 1.527 -0.668
O -3.496 -0.627 0.969 -0.001
H -5.487 -0.059 1.192 0.165
H -4.741 -0.805 2.624 0.266
H -5.128 -1.799 1.202 0.231
H -3.242 0.294 1.100 0.025
```

Its energy relative to the best compared isomer or geometry (same formula, charge and spin) is 0.0 kJ/mol. The HOMO-LUMO gap comes out at 4.954 eV. For the calculated total energy, the calculation gives -104188.36461 eV. As for the charge: -2.

No. 2
Density functional theory data (the ωB97M-V functional and the def2-TZVPD basis) for C45H45Cl3CsIN12O2S5 as an isolated structure.

Structure (XYZ):
```
114
Properties=species:S:1:pos:R:3:mulliken_charge:R:1
Cs 0.873 -0.247 -0.768 0.858
C -3.804 3.570 2.118 -0.864
C -3.341 3.875 3.386 -0.904
C -1.978 3.819 3.627 -0.662
C -1.124 3.460 2.586 0.483
N -1.568 3.179 1.361 0.337
C -2.876 3.227 1.145 0.271
C 0.346 3.348 2.815 0.012
C 1.004 4.274 3.619 -0.574
C 2.362 4.111 3.842 -0.845
C 3.006 3.037 3.260 -0.520
C 2.265 2.172 2.462 -1.097
N 0.964 2.313 2.246 0.170
H -4.859 3.593 1.877 0.526
H -4.028 4.135 4.182 0.468
H -1.578 4.009 4.614 0.563
H -3.198 2.976 0.139 0.167
H 0.467 5.116 4.037 0.508
H 2.906 4.819 4.455 0.388
H 4.064 2.868 3.404 0.477
H 2.741 1.330 1.976 1.146
O -0.609 -8.339 -3.014 -0.702
C -0.245 -7.238 -2.636 0.541
S 1.297 -6.907 -1.866 -0.190
C 1.111 -5.163 -1.608 -0.484
C -0.054 -4.631 -2.041 -0.158
S -0.627 -2.987 -1.953 -0.584
S -1.189 -5.768 -2.789 -0.220
S 2.493 -4.398 -0.854 -0.076
C -3.609 0.131 2.073 -0.914
N -3.772 -1.289 2.284 0.192
C -4.916 -1.850 1.596 -1.135
C -2.595 -2.029 2.366 0.522
N -1.472 -1.469 2.199 -0.326
N -2.806 -3.404 2.620 0.153
C -1.662 -4.255 2.342 -1.239
C -3.439 -3.704 3.889 -1.224
H -4.538 0.639 2.344 0.251
H -3.369 0.365 1.026 0.305
H -2.790 0.506 2.682 0.289
H -4.909 -1.585 0.530 0.272
H -5.841 -1.468 2.037 0.329
H -4.905 -2.933 1.669 0.410
H -0.666 -2.058 2.370 -0.014
H -0.882 -4.177 3.115 0.354
H -1.227 -3.996 1.377 0.511
H -1.998 -5.291 2.299 0.263
H -4.287 -3.041 4.053 0.383
H -2.740 -3.586 4.732 0.323
H -3.796 -4.736 3.886 0.366
Cl 5.436 -2.102 -3.603 -0.296
C 5.490 -2.476 -1.909 0.172
C 5.034 -1.550 -0.989 -1.302
C 5.072 -1.881 0.354 0.781
C 5.586 -3.095 0.802 -0.169
C 5.630 -3.424 2.274 -0.772
C 4.297 -3.931 2.818 -1.480
N 3.283 -2.903 2.889 0.487
C 3.158 -1.931 3.858 -0.638
C 2.126 -1.137 3.452 -0.711
N 1.630 -1.591 2.256 -0.066
C 2.335 -2.657 1.952 0.059
O 6.010 -2.303 3.061 -0.313
C 7.321 -1.842 2.800 -1.083
C 7.289 -0.517 2.095 -0.445
C 8.264 -0.055 1.269 0.646
Cl 9.741 -0.863 0.891 -0.272
S 7.875 1.443 0.532 -0.293
C 6.381 1.495 1.366 -0.448
C 6.207 0.411 2.166 0.116
C 6.012 -3.998 -0.165 1.133
Cl 6.615 -5.577 0.291 -0.312
C 5.964 -3.712 -1.516 -0.696
H 4.644 -0.592 -1.307 0.303
H 4.687 -1.171 1.077 0.399
H 6.362 -4.225 2.425 0.980
H 4.449 -4.330 3.823 0.435
H 3.936 -4.730 2.168 0.450
H 3.815 -1.896 4.708 0.477
H 1.717 -0.266 3.938 0.544
H 2.210 -3.277 1.063 -0.222
H 7.873 -2.560 2.185 0.546
H 7.847 -1.761 3.759 0.397
H 5.677 2.281 1.147 0.349
H 5.316 0.226 2.749 0.547
H 6.265 -4.449 -2.245 0.400
C 0.053 3.414 -1.880 -0.941
C -1.316 2.866 -2.089 0.420
N -1.734 1.726 -1.611 0.113
C -3.029 1.570 -2.045 -0.935
C -3.409 2.644 -2.786 -0.299
N -2.303 3.476 -2.818 0.339
C -2.221 4.743 -3.473 -1.140
N -3.059 5.736 -2.830 0.732
N -4.040 6.350 -3.521 -0.774
N -4.651 7.180 -2.760 -0.597
C -4.070 7.126 -1.511 0.439
C -4.366 7.826 -0.334 -0.776
C -3.597 7.548 0.770 -0.722
C -2.554 6.594 0.723 -0.460
C -2.250 5.900 -0.423 -0.545
C -3.037 6.192 -1.545 1.130
H 0.463 2.993 -0.964 -0.285
H 0.073 4.499 -1.785 0.466
H 0.731 3.136 -2.690 0.449
H -3.595 0.686 -1.806 0.471
H -4.326 2.903 -3.285 0.489
H -2.562 4.686 -4.506 0.332
H -1.183 5.072 -3.459 0.521
H -5.168 8.550 -0.308 0.404
H -3.793 8.060 1.703 0.388
H -1.988 6.389 1.622 0.485
H -1.467 5.156 -0.433 0.252
I 3.525 2.157 -0.988 -0.758
```

Its energy relative to the best compared isomer or geometry (same formula, charge and spin) is 80.1 kJ/mol. The HOMO-LUMO gap comes out at 3.642 eV. For the calculated total energy, the calculation gives -169768.10916 eV. As for the charge: -2.

Number 1: molar mass 972.57 Da, HOMO -1.453 eV, LUMO level 3.50 eV. Number 2: molar mass 1312.44 Da, HOMO -0.494 eV, LUMO level 3.15 eV.